#1
Entry from the Open Molecules 2025 dataset: a single C6H15N molecule (ωB97M-V with the def2-TZVPD basis set).

Geometry (Å):
N: -0.467 -0.422 -0.646
C: -0.557 -0.058 3.100
C: 0.907 0.708 0.893
C: 0.553 -0.618 -1.817
C: -0.227 0.928 -0.141
C: -0.219 -0.326 -3.194
C: 0.508 -0.302 1.969
H: -1.185 1.195 0.449
H: 1.646 0.343 0.129
H: -0.656 0.682 -3.145
H: 0.405 -0.665 -4.037
H: 0.904 -1.735 -1.824
H: -1.123 -0.969 -3.327
H: -1.499 0.244 2.626
H: -1.390 -0.529 -1.090
H: -0.889 -1.036 3.501
H: -0.057 -0.995 1.426
H: -0.642 0.813 3.878
H: 1.305 -0.788 2.545
H: 1.071 1.768 1.303
H: 1.445 0.100 -1.784
H: 0.168 1.662 -0.816

Summary:
Orbital gap   10.0 eV
Structure (SMILES)   CCCCNCC
LUMO level   1.1 eV
Multiplicity   1

***

#2
Entry from the Open Molecules 2025 dataset: 2 unconnected molecules or ions with the total composition C6H15N (ωB97M-V with the def2-TZVPD basis set).

Geometry (Å):
N: 1.203 0.727 -1.076
C: -1.872 1.101 -0.696
C: 2.453 0.476 -0.368
C: -0.514 -0.977 -0.443
C: 2.250 -0.259 0.948
C: -1.230 0.099 0.238
C: -2.227 -0.990 0.838
H: 2.065 -1.325 0.801
H: -0.416 -0.866 -1.525
H: -3.109 -0.392 1.095
H: 2.961 1.420 -0.118
H: 3.144 -0.315 1.576
H: 0.115 -1.639 0.132
H: -0.655 0.652 0.977
H: 1.526 1.178 -1.933
H: -1.823 -1.351 1.781
H: -2.514 -1.781 0.146
H: -2.118 2.031 -0.184
H: 1.471 0.297 1.472
H: -1.137 1.450 -1.424
H: 3.110 -0.161 -0.982
H: -2.682 0.627 -1.256

Summary:
Orbital gap   6.6 eV
LUMO level   -0.4 eV
Multiplicity   1

***

#3
Entry from the Open Molecules 2025 dataset: a single C6H15N molecule (ωB97M-V with the def2-TZVPD basis set).

Geometry (Å):
N: 2.235 0.754 0.293
C: 2.733 -0.461 0.975
C: 0.952 0.628 -0.475
C: -1.434 -0.185 -0.550
C: -2.084 1.176 -0.075
C: -2.338 -1.407 -0.364
C: -0.081 -0.348 0.172
H: 2.440 -0.583 2.050
H: -2.341 -2.196 -1.104
H: 1.311 0.248 -1.440
H: 3.826 -0.500 0.839
H: -1.283 -0.023 -1.652
H: 0.436 1.583 -0.588
H: -1.962 -1.960 0.500
H: -0.053 -0.160 1.279
H: 2.394 -1.303 0.395
H: -1.423 2.023 -0.096
H: 3.113 1.230 0.102
H: -2.470 1.147 1.027
H: 0.246 -1.359 -0.166
H: -2.954 1.408 -0.654
H: -3.381 -1.050 -0.438

Summary:
Orbital gap   9.2 eV
Structure (SMILES)   CNCCC(C)C
LUMO level   1.1 eV
Multiplicity   1

***

What should be chosen as the least stable of them? Choose #2.

***

#1
Entry from the Open Molecules 2025 dataset: 2 unconnected molecules or ions with the total composition C6H15N (ωB97M-V with the def2-TZVPD basis set).

Geometry (Å):
N: -0.682 0.048 -0.193
C: 0.211 -1.095 -0.421
C: -3.099 0.168 0.382
C: 1.908 1.426 0.902
C: -2.040 -0.322 -0.670
C: 2.102 0.615 -0.353
C: 1.710 -0.951 -0.280
H: -2.772 1.199 0.543
H: -4.065 0.237 -0.114
H: 2.305 2.432 0.734
H: -2.230 -1.412 -0.584
H: -2.327 -0.005 -1.673
H: 0.105 -0.078 1.394
H: 0.119 -1.422 -1.465
H: 2.324 0.979 1.808
H: 2.159 -1.398 -1.151
H: 1.400 0.778 -1.144
H: 2.237 -1.199 0.651
H: -3.139 -0.382 1.323
H: -0.150 -1.965 0.133
H: 3.102 0.746 -0.782
H: 0.821 1.601 0.963

Summary:
Orbital gap   8.3 eV
LUMO level   -0.4 eV
Multiplicity   1

***

#2
Entry from the Open Molecules 2025 dataset: a single C6H15N molecule (ωB97M-V with the def2-TZVPD basis set).

Geometry (Å):
N: 0.784 -0.744 -0.100
C: 0.026 -0.524 -1.382
C: -1.061 -1.448 -1.348
C: 0.920 1.706 0.604
C: 0.354 1.789 2.031
C: -2.255 -1.275 -0.361
C: 1.553 0.380 0.330
H: 1.961 -0.076 1.205
H: -0.113 0.828 2.433
H: 1.603 2.395 0.161
H: -0.010 -1.059 0.541
H: -0.451 0.577 -1.455
H: -3.166 -1.216 -0.991
H: 1.128 1.977 2.843
H: 0.159 1.912 -0.203
H: -2.300 -0.263 0.037
H: 2.422 0.332 -0.399
H: -0.446 -2.315 -0.930
H: -0.425 2.453 2.190
H: 0.712 -0.469 -2.200
H: -1.494 -1.748 -2.295
H: -2.292 -1.888 0.517

Summary:
Orbital gap   9.9 eV
Structure (SMILES)   CCCNCCC
LUMO level   1.1 eV
Multiplicity   1

***

What should be chosen as the least stable of them? Choose #1.

***

#1
Entry from the Open Molecules 2025 dataset: a single C6H15N molecule (ωB97M-V with the def2-TZVPD basis set).

Geometry (Å):
N: -0.979 -0.322 -0.335
C: -0.982 -0.185 -1.765
C: -1.189 -1.705 -2.323
C: -0.623 0.467 1.882
C: -0.148 0.604 0.407
C: 1.347 0.261 0.344
C: 2.085 1.153 1.408
H: -2.057 -1.914 -3.001
H: 1.588 -0.795 0.482
H: -1.678 0.863 2.000
H: 1.821 0.657 -0.559
H: -0.763 -0.524 2.147
H: 0.018 0.960 2.586
H: -1.423 -0.968 0.400
H: 1.676 0.750 2.384
H: -0.378 -2.148 -2.889
H: -1.469 -2.436 -1.595
H: -1.713 0.437 -2.090
H: -0.308 1.721 0.032
H: -0.031 0.154 -2.069
H: 2.147 2.157 0.926
H: 3.059 0.814 1.627

Summary:
Orbital gap   9.1 eV
Structure (SMILES)   CCN[C@@H](C)CC
LUMO level   1.2 eV
Multiplicity   1

***

#2
Entry from the Open Molecules 2025 dataset: a single C6H15N molecule (ωB97M-V with the def2-TZVPD basis set).

Geometry (Å):
N: -0.008 0.014 -0.060
C: 1.776 0.199 -2.485
C: -0.464 -0.430 -1.444
C: -0.579 0.488 2.337
C: -0.105 -0.737 3.246
C: -1.035 0.169 0.905
C: 0.280 0.391 -2.612
H: 0.950 -0.802 3.474
H: -0.438 -1.598 2.791
H: 2.417 -0.606 -2.870
H: -0.477 -0.747 4.265
H: 0.049 1.395 -2.132
H: -0.131 0.135 -3.639
H: -1.719 -0.787 0.915
H: -1.538 -0.369 -1.615
H: -1.548 1.052 0.495
H: 2.169 0.957 -3.161
H: 2.087 0.528 -1.430
H: -0.241 -1.502 -1.417
H: -1.488 1.007 2.732
H: 0.058 1.300 2.035
H: 0.666 -0.536 0.297

Summary:
Orbital gap   9.7 eV
Structure (SMILES)   CCCNCCC
LUMO level   1.2 eV
Multiplicity   1

***

#3
Entry from the Open Molecules 2025 dataset: a molecular structure, C6H15N (ωB97M-V with the def2-TZVPD basis set).

Geometry (Å):
N: 0.068 -0.561 0.813
C: 0.666 -0.592 -0.269
C: -2.821 -0.510 0.012
C: 2.474 1.056 -0.552
C: 2.183 -0.449 -0.383
C: -2.822 0.977 0.177
C: -2.134 -1.134 -1.003
H: -3.475 -1.078 0.673
H: 3.743 -0.029 3.240
H: 2.498 -0.971 -1.280
H: -2.158 1.421 -0.565
H: 1.820 1.526 -1.284
H: -1.730 -0.606 -1.848
H: -2.408 1.214 1.154
H: 2.318 1.552 0.415
H: 3.512 1.216 -0.853
H: 2.671 -0.804 0.509
H: -3.829 1.382 0.086
H: 3.058 0.236 3.089
H: -2.190 -2.209 -1.107
H: -1.613 -0.874 0.249
H: 0.168 -0.764 -1.274

Summary:
Orbital gap   6.3 eV
LUMO level   -0.1 eV
Multiplicity   1

***

#4
Entry from the Open Molecules 2025 dataset: 3 unconnected molecules or ions with the total composition C6H15N (ωB97M-V with the def2-TZVPD basis set).

Geometry (Å):
N: -2.945 0.284 -0.286
C: -0.770 -1.206 1.503
C: 1.772 -0.453 -1.585
C: 0.717 1.193 0.006
C: 2.093 -0.584 0.993
C: -0.550 1.507 -0.775
C: 1.554 0.074 -0.201
H: 1.734 -1.537 -1.539
H: 2.375 -1.585 1.076
H: -0.298 -0.185 1.432
H: -0.082 -1.769 0.973
H: -0.775 -1.260 2.553
H: 2.343 -0.011 1.910
H: -3.642 -0.426 -0.629
H: -1.515 0.850 -0.562
H: 0.841 1.601 0.995
H: -1.727 -1.303 1.056
H: -0.340 1.408 -1.875
H: -3.508 1.104 -0.292
H: -0.924 2.481 -0.480
H: 0.963 -0.187 -2.292
H: 2.682 0.004 -1.981

Summary:
Orbital gap   5.0 eV
LUMO level   -1.8 eV
Multiplicity   1

***

What should be chosen as the least stable of them? Choose #4.

***

#1
Entry from the Open Molecules 2025 dataset: a single C6H15N molecule (ωB97M-V with the def2-TZVPD basis set).

Geometry (Å):
N: 0.230 0.309 -1.118
C: -1.246 0.739 -1.397
C: -0.223 -1.645 1.246
C: 1.298 -0.590 2.675
C: 0.693 0.652 0.319
C: -1.534 1.105 -2.860
C: 0.953 -0.603 1.216
H: -1.157 -1.091 0.871
H: 1.840 -1.183 0.640
H: 0.766 0.856 -1.767
H: -1.578 1.541 -0.767
H: -0.007 -2.352 0.429
H: 1.135 -1.499 3.129
H: 2.338 -0.313 2.713
H: -0.411 -2.011 2.223
H: -1.051 1.938 -3.409
H: -2.699 1.243 -2.973
H: -1.240 0.173 -3.391
H: 0.133 1.525 0.681
H: 0.698 0.102 3.259
H: -1.818 -0.156 -1.265
H: 1.785 1.117 0.252

Summary:
Orbital gap   10.3 eV
Structure (SMILES)   CCNCC(C)C
LUMO level   1.1 eV
Multiplicity   1

***

#2
Entry from the Open Molecules 2025 dataset: a single C6H15N molecule (ωB97M-V with the def2-TZVPD basis set).

Geometry (Å):
N: 0.072 -0.299 0.076
C: 1.762 -0.005 -1.811
C: -2.338 1.543 1.463
C: -1.783 0.135 1.739
C: -1.347 -0.703 0.506
C: 2.919 0.157 -0.803
C: 0.721 -1.052 -1.098
H: -2.866 2.073 2.299
H: 3.742 -0.165 -1.356
H: 1.216 -1.865 -0.639
H: 3.144 1.272 -0.683
H: -1.219 -1.781 0.732
H: -2.609 -0.558 2.150
H: -0.970 0.262 2.425
H: 2.226 -0.427 -2.815
H: -3.125 1.490 0.710
H: -1.548 2.221 1.080
H: 0.076 0.753 -0.182
H: -2.069 -0.595 -0.361
H: -0.183 -1.324 -1.769
H: 2.854 -0.539 0.040
H: 1.219 0.819 -2.141

Summary:
Orbital gap   9.7 eV
Structure (SMILES)   CCCNCCC
LUMO level   1.1 eV
Multiplicity   1

***

#3
Entry from the Open Molecules 2025 dataset: a single C6H15N molecule (ωB97M-V with the def2-TZVPD basis set).

Geometry (Å):
N: 0.457 -0.740 -0.364
C: -1.289 0.908 -0.124
C: 0.331 -1.875 0.580
C: 0.711 -3.121 -0.259
C: -1.642 2.370 -0.180
C: 0.191 0.708 -0.454
C: 1.139 1.496 0.449
H: 0.382 -4.046 0.198
H: 1.289 -0.974 -0.884
H: 0.063 -2.975 -1.133
H: -1.186 2.843 0.700
H: 0.530 0.875 -1.497
H: 1.114 2.580 0.332
H: -1.368 0.575 0.923
H: 0.901 1.316 1.514
H: 1.738 -3.171 -0.638
H: -1.824 0.207 -0.784
H: -1.409 2.881 -1.127
H: -2.720 2.552 -0.089
H: 1.024 -1.690 1.405
H: -0.664 -2.045 0.986
H: 2.230 1.323 0.444

Summary:
Orbital gap   9.1 eV
Structure (SMILES)   CCN[C@H](C)CC
LUMO level   1.1 eV
Multiplicity   1

***

What should be chosen as the least stable of them? Choose #1.

***

#1
Entry from the Open Molecules 2025 dataset: a single C3H3ClO2 molecule (ωB97M-V with the def2-TZVPD basis set).

Geometry (Å):
Cl: -0.312 2.736 0.210
O: 1.067 -0.390 1.429
O: -1.738 0.581 0.930
C: 0.322 -0.045 0.564
C: -0.711 1.019 0.618
C: 0.314 -0.875 -0.713
H: 0.025 -1.809 -0.512
H: -0.338 -0.341 -1.509
H: 1.371 -0.876 -1.018

Summary:
Orbital gap   10.7 eV
Structure (SMILES)   CC(=O)C(=O)Cl
LUMO level   0.4 eV
Multiplicity   1

***

#2
Entry from the Open Molecules 2025 dataset: a single C3H3ClO2 molecule (ωB97M-V with the def2-TZVPD basis set).

Geometry (Å):
Cl: 2.655 0.931 0.300
O: 0.929 -1.259 0.647
O: 0.807 -0.509 -1.290
C: 0.044 -0.353 -0.096
C: -1.266 0.237 0.133
C: 1.454 -0.179 -0.068
H: -1.741 0.039 -0.820
H: -1.062 1.324 0.269
H: -1.819 -0.230 0.925

Summary:
Orbital gap   9.5 eV
Structure (SMILES)   C[C@]12O[C@@]1(Cl)O2
LUMO level   0.6 eV
Multiplicity   1

***

What should be chosen as the least stable of them? Choose #2.